No. 1
The following is a DFT calculation (ωB97M-V with the def2-TZVPD basis set) of a 3-piece molecular cluster, C19H36O7 overall at a distorted geometry.

Each line ends with the Mulliken charge.
Positions of all 62 atoms, in Å:
C: 0.17473 -0.12926 5.64693  -1.04
C: -0.23111 0.96402 4.45691  1.10
C: 0.15229 2.51529 4.88293  -1.19
C: -1.87598 0.77786 4.25029  -1.24
C: -2.23810 -0.38601 3.14499  1.55
C: -3.51969 -1.32290 3.56004  -1.33
C: -2.34123 0.31264 1.66542  -0.89
O: -0.97991 0.38056 1.11607  -0.29
C: -0.73426 -0.63069 0.07822  0.39
C: -1.34850 -2.14324 0.22314  -0.56
O: -0.41687 -3.15141 0.77490  -0.33
C: 0.66084 -2.36720 1.41842  0.55
O: 1.29340 -2.64111 2.57067  -0.57
C: 0.85157 -1.04390 0.41330  -0.24
H: 0.28447 0.44600 6.67504  0.30
H: -0.69592 -0.93714 5.69207  0.27
H: 1.20815 -0.63878 5.43989  0.26
H: 0.27398 0.62780 3.42919  -0.33
H: -0.30920 3.33022 4.16761  0.31
H: -0.07371 2.71914 6.02372  0.30
H: 1.33475 2.59598 4.76541  0.32
H: -2.26643 1.85968 3.95393  0.28
H: -2.34401 0.53437 5.32068  0.29
H: -1.28539 -1.10271 3.10771  -0.43
H: -4.57021 -0.84137 3.30985  0.29
H: -3.44162 -2.44655 3.17217  0.29
H: -3.48942 -1.41324 4.74947  0.35
H: -3.14826 -0.14308 0.95166  0.31
H: -2.67748 1.44218 1.85441  0.37
H: -0.64713 -0.16056 -1.01414  0.10
H: -1.39868 -2.49045 -0.91845  0.33
H: -2.50419 -2.22702 0.50747  0.22
H: 1.54209 -1.33628 -0.48891  0.06
H: 1.28366 -0.26025 1.20360  0.20
C: -0.39341 3.61484 -2.11183  -1.06
C: -1.56745 2.65849 -2.19429  0.10
O: -2.79806 3.37491 -2.40672  -0.34
C: -3.27177 3.74202 -3.61777  0.72
C: -2.35207 3.68159 -4.80238  -0.87
O: -4.41028 4.19236 -3.73102  -0.59
H: -0.25645 4.16421 -3.04635  0.33
H: 0.53014 3.07245 -1.88987  0.33
H: -0.56238 4.35969 -1.32785  0.32
H: -1.42632 1.88151 -2.95121  0.36
H: -1.67374 2.13890 -1.23595  -0.14
H: -1.85149 4.64595 -4.92092  0.24
H: -2.95245 3.47557 -5.69565  0.29
H: -1.61472 2.88519 -4.74347  0.31
C: 5.80784 -3.26197 -3.90257  -0.96
C: 4.86387 -3.18654 -2.71808  -0.37
O: 4.19196 -1.91385 -2.67849  -0.35
C: 3.05308 -1.62748 -3.34690  0.85
C: 2.59727 -2.55997 -4.43110  -1.05
O: 2.44631 -0.58147 -3.12432  -0.58
H: 5.26999 -3.18363 -4.85044  0.27
H: 6.36093 -4.20559 -3.89464  0.35
H: 6.52270 -2.43363 -3.87409  0.30
H: 4.14751 -4.01292 -2.69621  0.33
H: 5.44486 -3.25828 -1.79234  0.31
H: 3.01236 -2.23246 -5.38769  0.26
H: 1.50327 -2.52233 -4.48176  0.29
H: 2.85590 -3.60015 -4.25070  0.36

Computed properties:
structure (SMILES): CC(C)C[C@@H](C)CO[C@@H]1COC(=O)C1.CCOC(C)=O.CCOC(C)=O
net charge: 0
lowest unoccupied orbital energy: 0.304 eV
Kohn-Sham gap: 10.32 eV

***

No. 2
The following is a DFT calculation (ωB97M-V with the def2-TZVPD basis set) of one molecule with the formula C16H15NO6 at a distorted geometry.

Each line ends with the Mulliken charge.
Positions of all 38 atoms, in Å:
C: -0.59233 -0.04328 -2.65840  -0.96
O: -0.27121 -0.97287 -1.65273  -0.35
C: 0.89285 -0.80146 -0.96058  0.32
C: 1.72358 0.30065 -1.07130  -0.24
C: 2.87010 0.40634 -0.28158  0.18
C: 3.73445 1.58797 -0.39662  -0.17
O: 4.79815 1.72613 0.14910  -0.52
C: 3.18044 -0.59728 0.63008  -0.96
C: 2.35879 -1.70096 0.74422  -0.51
C: 1.22670 -1.82142 -0.04592  1.02
O: 0.43913 -2.95222 0.01078  -0.52
C: -0.36177 -3.07455 1.16458  -0.86
C: -1.55330 -2.11256 1.09652  -0.57
O: -1.04984 -0.82177 1.38771  -0.29
C: -1.60716 0.26589 0.85023  0.86
C: -2.86971 0.29508 0.24902  -0.65
C: -3.36545 1.45599 -0.30856  -0.60
C: -2.62363 2.62977 -0.29233  -0.68
C: -1.38045 2.62861 0.30116  -0.49
C: -0.86912 1.46737 0.87406  0.10
N: 0.43464 1.53532 1.46887  1.16
O: 0.77190 0.67495 2.25103  -0.58
O: 1.13574 2.47601 1.14306  -0.66
H: -0.77416 0.95434 -2.24381  0.30
H: -1.50883 -0.41156 -3.11685  0.24
H: 0.19385 0.01293 -3.41693  0.40
H: 1.49055 1.10426 -1.75357  0.36
H: 3.32394 2.37708 -1.05712  0.30
H: 4.06236 -0.48971 1.24128  0.45
H: 2.59098 -2.48833 1.44482  0.51
H: 0.21278 -2.86377 2.07402  0.33
H: -0.71718 -4.10681 1.17363  0.44
H: -1.96802 -2.15046 0.08415  0.37
H: -2.31715 -2.39143 1.83234  0.49
H: -3.47375 -0.59771 0.23360  0.45
H: -4.34642 1.44639 -0.75897  0.42
H: -3.01777 3.53236 -0.73051  0.40
H: -0.77372 3.52071 0.34150  0.49

Computed properties:
relative energy (zero: lowest compared OMol25 entry of this formula, charge and spin): 104.3 kcal/mol
structure (SMILES): COc1cc(C=O)ccc1OCCOc1ccccc1[N+](=O)[O-]
net charge: 0
lowest unoccupied orbital energy: -0.358 eV
Kohn-Sham gap: 8.21 eV

***

No. 3
The following is a DFT calculation (ωB97M-V with the def2-TZVPD basis set) of C50H55CaIN6O3Sb2Se as an isolated structure at a distorted geometry.

Each line ends with the Mulliken charge.
Positions of all 119 atoms, in Å:
Ca: -3.08400 2.71624 0.92836  2.44
C: 4.42536 -1.53718 -0.71124  -1.55
C: 3.69736 -2.17282 -1.90019  -0.17
C: 2.18137 -2.19698 -1.66886  -0.60
Sb: 1.07520 -2.50321 -3.58953  0.56
C: 2.88898 -2.79268 -4.79447  -0.19
C: 3.11447 -2.03937 -5.94939  -0.55
C: 4.24006 -2.29282 -6.72763  -0.38
C: 5.19846 -3.24591 -6.36230  -0.56
C: 4.87344 -4.13458 -5.31728  -0.71
C: 3.69039 -3.90523 -4.55841  0.02
C: 0.32855 -4.48083 -3.28973  -0.10
C: 0.64205 -5.49587 -4.24164  -0.31
C: 0.35742 -6.81165 -3.97860  -0.60
C: -0.36612 -7.17724 -2.79308  -0.45
C: -0.61376 -6.18567 -1.83885  -0.74
C: -0.23408 -4.85568 -2.06976  -0.07
Sb: 3.34633 -2.02351 1.19495  0.83
C: 4.17712 -4.00803 1.33673  0.33
C: 3.37213 -5.11100 0.96131  -0.72
C: 3.59110 -6.29734 1.70698  -0.54
C: 4.60668 -6.35291 2.63042  -0.47
C: 5.47640 -5.33360 2.91054  -0.60
C: 5.27011 -4.12140 2.25241  -0.35
C: 4.58892 -0.76257 2.49487  0.19
C: 5.07548 0.47366 2.02979  -0.47
C: 5.47520 1.45854 2.93610  -0.62
C: 5.28885 1.27369 4.31295  -0.56
C: 4.93585 0.00526 4.75137  -0.66
C: 4.68350 -1.07726 3.84943  -0.26
H: 4.38707 -0.44345 -0.67937  0.37
H: 5.44410 -1.94024 -0.57918  0.49
H: 4.17740 -3.10961 -2.11633  0.20
H: 3.89891 -1.62700 -2.82490  0.56
H: 1.82044 -1.24817 -1.19461  0.32
H: 1.88285 -3.10656 -1.09917  0.10
H: 2.42499 -1.23399 -6.23837  0.33
H: 4.34310 -1.75190 -7.66566  0.36
H: 6.16647 -3.32252 -6.83338  0.43
H: 5.38938 -5.10546 -5.16987  0.35
H: 3.33629 -4.64994 -3.84258  0.54
H: 1.06438 -5.17490 -5.17720  0.51
H: 0.78901 -7.56367 -4.60771  0.40
H: -0.60981 -8.18819 -2.65207  0.45
H: -1.05259 -6.45772 -0.90555  0.41
H: -0.45790 -4.05755 -1.35047  0.40
H: 2.73132 -5.00350 0.10007  0.45
H: 2.91598 -7.13583 1.55768  0.38
H: 4.70381 -7.19375 3.32504  0.30
H: 6.26433 -5.42333 3.68795  0.36
H: 5.97725 -3.28991 2.36926  0.57
H: 5.08516 0.70958 0.97596  0.27
H: 5.87366 2.38177 2.53092  0.46
H: 5.48886 2.06907 4.97147  0.48
H: 4.67317 -0.11386 5.77427  0.39
H: 4.64824 -2.10688 4.21017  0.43
N: 2.00759 4.08874 2.78703  -0.37
C: 1.53631 3.51393 3.95418  0.23
O: 2.32861 3.24829 4.86764  -0.57
C: 0.08063 3.42403 4.11077  0.13
C: -0.54118 3.59362 5.41330  -0.47
C: -1.92869 3.61750 5.48742  -0.81
C: -2.69736 3.37413 4.38662  -0.51
N: -2.10244 3.04404 3.25519  0.29
C: -0.77513 3.06034 3.11111  -0.15
H: 2.97388 3.99418 2.64876  0.27
H: 1.44060 4.00841 1.94811  0.22
H: 0.09972 3.67036 6.29762  0.52
H: -2.45479 3.85768 6.38341  0.44
H: -3.75905 3.46397 4.39609  0.53
H: -0.39333 2.73418 2.12596  0.32
C: -1.85816 -1.62970 1.06803  -0.85
C: -1.95526 -0.35598 1.92248  -0.44
O: -3.06398 0.47057 1.62214  -0.17
C: -4.39085 -0.04352 2.09343  -0.33
C: -5.32286 -0.40067 0.96606  -1.06
H: -1.15623 -2.36430 1.58510  0.34
H: -1.45819 -1.40137 0.07348  0.16
H: -2.84654 -2.03088 0.93008  0.26
H: -1.10352 0.29671 1.72059  0.15
H: -1.89435 -0.65493 2.97948  0.39
H: -4.82537 0.74843 2.79591  0.22
H: -4.17495 -0.92749 2.70234  0.48
H: -5.53159 0.45795 0.27258  0.15
H: -6.29584 -0.67131 1.40610  0.44
H: -4.99985 -1.27938 0.41029  0.29
Se: -3.38199 0.81526 -2.06210  0.29
N: -3.66726 2.50944 -1.41652  -0.33
C: -4.50957 3.17057 -2.27293  0.45
C: -5.07723 4.44872 -2.16467  -0.31
C: -5.60272 4.99931 -3.32822  -0.75
C: -5.81115 4.26580 -4.51451  -0.47
C: -5.52703 2.94758 -4.59977  -0.68
C: -4.89781 2.37259 -3.49042  0.76
N: -4.58560 1.06010 -3.47264  -0.66
H: -5.09733 5.00670 -1.19398  0.28
H: -5.86105 6.02753 -3.44968  0.45
H: -6.25877 4.68696 -5.37668  0.44
H: -5.84230 2.31979 -5.43349  0.47
N: -6.63687 5.11991 1.71768  -0.35
C: -6.28846 3.81392 1.70545  0.74
O: -5.04785 3.41868 1.65586  -0.81
C: -7.39772 2.84694 1.69611  -1.44
I: -8.66331 2.70711 -0.18279  0.16
H: -5.86227 5.81343 1.75264  0.29
H: -7.60372 5.28361 1.39631  0.25
H: -8.16886 3.06497 2.46113  0.55
H: -7.07547 1.84058 1.78907  0.23
C: 0.93482 5.43282 -1.08140  -0.35
C: 0.79616 4.03629 -1.14962  -0.84
C: -0.27995 3.41519 -0.50697  0.02
N: -1.16606 4.11369 0.21912  0.20
C: -1.06685 5.50485 0.23411  -0.48
C: -0.06733 6.21811 -0.41334  -0.77
H: 1.69629 5.86052 -1.72248  0.43
H: 1.54365 3.39361 -1.60111  0.51
H: -0.37137 2.29412 -0.47243  0.31
H: -1.84424 6.05310 0.77906  0.42
H: 0.08266 7.30617 -0.29364  0.41

Computed properties:
net charge: +2
lowest unoccupied orbital energy: -6.354 eV
Kohn-Sham gap: 4.64 eV